(1)
Entry from OMol25: a structure of composition CH2BrP (the ωB97M-V functional and the def2-TZVPD basis).

Calculated values
- ΔE to the lowest compared entry with this formula, charge and spin (kcal/mol) = 94.06
- frontier orbital gap (spin up / spin down) (eV) = 7.10 / 8.96
- E_LUMO (spin up / spin down) (eV) = -1.35 / -0.23
- multiplicity = 1
- highest occupied orbital energy (spin up / spin down) (eV) = -8.45 / -9.19

Geometry (Å):
1 C -0.321 0.831 -1.095
2 P -1.813 -0.423 0.292
3 Br -0.584 1.480 -2.813
4 H 0.594 0.816 -0.667
5 H -0.773 -0.335 1.415

---

(2)
Entry from OMol25: a structure of composition C7H12O3Sr (the ωB97M-V functional and the def2-TZVPD basis).

Calculated values
- net charge = +1
- ΔE to the lowest compared entry with this formula, charge and spin (kcal/mol) = 0.00
- frontier orbital gap (spin up / spin down) (eV) = 1.67 / 4.87
- E_LUMO (spin up / spin down) (eV) = -5.93 / -5.97
- multiplicity = 2
- highest occupied orbital energy (spin up / spin down) (eV) = -7.60 / -10.84

Geometry (Å):
1 C -2.300 2.770 -0.213
2 C -2.846 2.023 -1.192
3 H -1.273 3.135 -0.291
4 H -2.931 3.314 0.493
5 H -2.276 1.776 -2.091
6 H -3.930 1.949 -1.301
7 H -2.226 0.907 0.215
8 O 4.892 -1.391 0.342
9 C 3.778 -1.276 -0.234
10 O 3.688 -1.219 -1.489
11 O 2.701 -1.169 0.539
12 C 1.439 -0.972 -0.096
13 C 0.384 -0.939 0.998
14 C -1.000 -0.985 0.519
15 C -2.063 -0.279 1.065
16 Sr 6.472 -1.539 -1.823
17 H 1.248 -1.791 -0.801
18 H 1.451 -0.025 -0.651
19 H 0.544 -0.130 1.724
20 H 0.434 -1.894 1.571
21 H -1.208 -1.646 -0.331
22 H -3.048 -0.748 0.976
23 H -1.930 0.130 2.072

---

(3)
Entry from OMol25: a cluster of 2 separate species, C4H12S in total (the ωB97M-V functional and the def2-TZVPD basis).

Calculated values
- ΔE to the lowest compared entry with this formula, charge and spin (kcal/mol) = 32.96
- frontier orbital gap (eV) = 9.40
- E_LUMO (eV) = 0.94
- multiplicity = 1
- structure (SMILES) = CSC.CC
- highest occupied orbital energy (eV) = -8.46

Geometry (Å):
1 C 1.836 0.290 1.905
2 C 0.913 -0.788 2.272
3 H 2.795 0.222 2.370
4 H 1.913 0.464 0.743
5 H 1.590 1.308 2.248
6 H 0.196 -0.747 3.096
7 H 0.374 -1.281 1.455
8 H 1.469 -1.589 2.603
9 C -1.704 -1.155 -1.469
10 C -0.784 1.548 -2.362
11 S -2.249 0.550 -2.140
12 H -0.624 -1.026 -1.254
13 H -2.198 -1.168 -0.549
14 H -2.072 -2.016 -2.091
15 H -1.188 2.624 -2.060
16 H -0.144 1.485 -3.247
17 H -0.123 1.281 -1.520

---

(4)
Entry from OMol25: a structure of composition C32H20BaF5N5S3Sb (the ωB97M-V functional and the def2-TZVPD basis).

Calculated values
- net charge = -1
- ΔE to the lowest compared entry with this formula, charge and spin (kcal/mol) = 22.14
- frontier orbital gap (eV) = 6.87
- E_LUMO (eV) = 2.02
- multiplicity = 1
- highest occupied orbital energy (eV) = -4.86

Geometry (Å):
1 Ba -0.485 -0.123 0.716
2 C -0.811 -0.619 4.729
3 C 0.036 0.561 4.350
4 C 0.643 1.356 5.314
5 C 1.435 2.417 4.915
6 C 1.579 2.686 3.562
7 C 0.928 1.868 2.645
8 N 0.202 0.816 3.041
9 Sb 1.037 2.671 0.549
10 C 2.619 1.122 0.345
11 C 3.968 1.464 0.370
12 C 4.921 0.456 0.347
13 C 4.505 -0.860 0.274
14 C 3.145 -1.145 0.229
15 C 2.659 -2.560 0.118
16 N 2.222 -0.167 0.284
17 C 0.307 1.941 -1.428
18 C 0.335 2.925 -2.407
19 C -0.222 2.651 -3.648
20 C -0.757 1.398 -3.887
21 C -0.702 0.437 -2.885
22 C -1.269 -0.937 -3.084
23 N -0.183 0.721 -1.679
24 H -1.256 -0.475 5.714
25 H -1.604 -0.783 4.002
26 H -0.210 -1.531 4.752
27 H 0.484 1.139 6.363
28 H 1.915 3.049 5.653
29 H 2.168 3.528 3.220
30 H 4.262 2.506 0.407
31 H 5.979 0.694 0.379
32 H 5.221 -1.672 0.241
33 H 3.423 -3.204 -0.319
34 H 2.386 -2.945 1.104
35 H 1.761 -2.611 -0.497
36 H 0.740 3.906 -2.187
37 H -0.264 3.420 -4.411
38 H -1.224 1.159 -4.835
39 H -1.438 -1.147 -4.140
40 H -0.603 -1.697 -2.672
41 H -2.220 -1.012 -2.545
42 S -3.408 -0.014 -0.231
43 C -3.272 1.562 -0.951
44 C -3.978 1.822 -2.151
45 C -3.914 3.031 -2.811
46 C -4.643 3.205 -4.052
47 N -5.212 3.343 -5.042
48 C -3.139 4.074 -2.286
49 C -2.467 3.858 -1.091
50 C -2.507 2.639 -0.415
51 S -1.642 2.491 1.128
52 C -2.988 5.335 -2.973
53 N -2.835 6.345 -3.505
54 H -4.578 1.024 -2.568
55 H -1.873 4.661 -0.678
56 F 0.209 -7.475 -1.440
57 C 0.138 -6.468 -0.555
58 C 0.573 -6.641 0.743
59 F 1.074 -7.830 1.113
60 C 0.498 -5.602 1.649
61 F 0.949 -5.848 2.887
62 C -0.007 -4.342 1.323
63 S -0.085 -3.019 2.445
64 C -0.433 -4.221 0.002
65 F -0.930 -3.041 -0.432
66 C -0.370 -5.244 -0.924
67 F -0.793 -5.053 -2.184